C19H27N2O2Ti as an isolated structure, computed with ωB97M-V/def2-TZVPD.

Its charge is +2. As for the expectation value of S²: 0.756. The calculation puts the gap between HOMO and LUMO (spin up / spin down) at 0.2810 / 0.3091 hartree. The spin multiplicity is 2. For the energy above the lowest of the compared OMol25 structures with the same formula, charge and spin, the calculation gives 8.6 kcal/mol. The calculation puts the total energy at -50318.7856 eV. The calculation puts the HOMO energy (spin up / spin down) at -14.38 / -15.16 eV.

Cartesian coordinates (Å):
1 Ti -0.9837 -0.7016 -0.2942
2 C 0.9740 -1.4857 -3.2461
3 C -0.1150 -1.9570 -2.3303
4 C -1.4590 -1.6350 -2.5966
5 C -2.4918 -2.1190 -1.7925
6 C -2.1977 -2.9434 -0.6999
7 C -0.8692 -3.2409 -0.3988
8 C 0.1674 -2.7318 -1.1951
9 H 0.7486 -0.5046 -3.6627
10 H 1.0524 -2.1808 -4.0850
11 H 1.9420 -1.4682 -2.7480
12 H -1.6973 -0.9760 -3.4228
13 H -3.5167 -1.8596 -2.0256
14 H -2.9951 -3.3431 -0.0870
15 H -0.6336 -3.8657 0.4519
16 H 1.1946 -2.9643 -0.9447
17 N -2.5275 -0.3600 1.2546
18 C -2.8962 1.0937 1.2509
19 C -3.4865 1.5280 -0.0815
20 C -2.5948 1.2958 -1.2893
21 O -2.9662 1.3323 -2.4228
22 O -1.3042 0.9907 -0.9642
23 H -3.3827 -0.9080 1.1888
24 H -2.1240 -0.5801 2.1641
25 H -1.9884 1.6514 1.4747
26 H -3.6162 1.2924 2.0447
27 H -3.7145 2.5958 -0.0438
28 H -4.4419 1.0377 -0.2809
29 C 2.2440 1.2610 -1.3146
30 N 2.2730 2.3185 -0.2707
31 C 3.6207 2.4161 0.3612
32 C 1.1393 2.1566 0.7364
33 C 1.2118 0.8926 1.5542
34 C 1.9738 0.9464 2.7237
35 C 2.0954 -0.1501 3.5600
36 C 1.4232 -1.3163 3.2366
37 C 0.6379 -1.3586 2.0915
38 C 0.5003 -0.2761 1.2076
39 H 3.0278 1.4549 -2.0429
40 H 1.2697 1.2770 -1.7991
41 H 2.4123 0.3031 -0.8278
42 H 2.0978 3.2096 -0.7369
43 H 3.8492 1.4708 0.8448
44 H 3.6155 3.2186 1.0944
45 H 4.3551 2.6281 -0.4118
46 H 0.2257 2.2030 0.1494
47 H 1.1998 3.0364 1.3764
48 H 2.4648 1.8730 3.0010
49 H 2.6899 -0.0870 4.4610
50 H 1.4931 -2.1830 3.8810
51 H 0.1032 -2.2875 1.9068

---

C19H27N2O2Ti as an isolated structure, computed with ωB97M-V/def2-TZVPD.

Its charge is +2. As for the expectation value of S²: 0.754. The calculation puts the gap between HOMO and LUMO (spin up / spin down) at 0.2951 / 0.3039 hartree. The spin multiplicity is 2. For the energy above the lowest of the compared OMol25 structures with the same formula, charge and spin, the calculation gives 0.0 kcal/mol. The calculation puts the total energy at -50319.1566 eV. The calculation puts the HOMO energy (spin up / spin down) at -14.52 / -14.96 eV.

Cartesian coordinates (Å):
1 Ti 0.0344 0.2033 0.2275
2 C 1.6794 2.2609 2.6066
3 C 1.0242 0.9312 2.3783
4 C 1.7553 -0.1953 1.9776
5 C 1.1416 -1.4473 1.8020
6 C -0.2286 -1.5904 2.0142
7 C -0.9853 -0.4677 2.3702
8 C -0.3673 0.7782 2.5365
9 H 2.6830 2.2945 2.1872
10 H 1.7632 2.4393 3.6804
11 H 1.0863 3.0728 2.1869
12 H 2.8228 -0.1009 1.8185
13 H 1.7368 -2.3009 1.5070
14 H -0.7058 -2.5502 1.8780
15 H -2.0528 -0.5609 2.5191
16 H -0.9662 1.6435 2.7924
17 N 1.7491 0.3367 -1.1858
18 C 1.3382 0.7650 -2.5640
19 C 0.6269 2.1164 -2.5631
20 C -0.6935 2.0417 -1.8378
21 O -1.7691 2.1711 -2.3554
22 O -0.5760 1.7725 -0.5235
23 H 2.4240 1.0163 -0.8365
24 H 2.2661 -0.5351 -1.2823
25 H 0.6862 -0.0106 -2.9644
26 H 2.2201 0.8273 -3.2006
27 H 0.4442 2.4226 -3.5904
28 H 1.2495 2.8781 -2.0866
29 C -4.1204 0.3213 -3.2066
30 N -4.4861 -0.1400 -1.8311
31 C -5.4847 0.7858 -1.2229
32 C -3.2941 -0.2978 -0.9290
33 C -2.3154 -1.3727 -1.3579
34 C -2.7577 -2.4757 -2.0824
35 C -1.8991 -3.5117 -2.4178
36 C -0.5792 -3.4595 -2.0125
37 C -0.1377 -2.3585 -1.2893
38 C -0.9694 -1.2835 -0.9453
39 H -5.0128 0.2978 -3.8267
40 H -3.3603 -0.3365 -3.6158
41 H -3.7288 1.3304 -3.1329
42 H -4.9320 -1.0536 -1.9192
43 H -5.0131 1.7568 -1.0919
44 H -5.8078 0.3898 -0.2636
45 H -6.3371 0.8778 -1.8906
46 H -3.6973 -0.5199 0.0620
47 H -2.8146 0.6775 -0.9017
48 H -3.7909 -2.5725 -2.4014
49 H -2.2690 -4.3566 -2.9828
50 H 0.1014 -4.2643 -2.2570
51 H 0.9044 -2.3620 -0.9745

---

C19H27N3O3RhSe2 as an isolated structure in a non-equilibrium geometry, computed with ωB97M-V/def2-TZVPD.

Its charge is +1. As for the expectation value of S²: 6.062. The calculation puts the gap between HOMO and LUMO (spin up / spin down) at 0.2867 / 0.2151 hartree. The spin multiplicity is 5. For the energy above the lowest of the compared OMol25 structures with the same formula, charge and spin, the calculation gives 0.7 kcal/mol. The calculation puts the total energy at -164443.2445 eV. The calculation puts the HOMO energy (spin up / spin down) at -11.02 / -11.75 eV.

Cartesian coordinates (Å):
1 Rh -1.1619 0.3970 0.3942
2 C 4.6651 1.6003 0.9533
3 C 3.4770 0.8113 1.5271
4 C 3.1159 -0.3651 0.6541
5 C 3.9462 -1.4755 0.7169
6 C 3.6812 -2.6157 -0.0143
7 C 2.5504 -2.6685 -0.8189
8 C 1.6730 -1.6056 -0.9056
9 C 0.4945 -1.7480 -1.8454
10 C 0.2744 -0.6091 -2.8578
11 C 1.9599 -0.4272 -0.1655
12 N 1.0585 0.6232 -0.2064
13 C 1.4139 1.8657 -0.3670
14 C 0.4464 2.8792 -0.2984
15 C 0.5958 4.3038 -0.3137
16 C -0.6467 4.8076 -0.0922
17 C -1.5311 3.6712 0.0326
18 N -0.8831 2.5392 -0.1056
19 H 4.8758 2.4681 1.5782
20 H 4.4713 1.9415 -0.0651
21 H 5.5572 0.9764 0.9217
22 H 2.6269 1.4734 1.6867
23 H 3.7666 0.4259 2.5054
24 H 4.8126 -1.4414 1.3660
25 H 4.3485 -3.4656 0.0363
26 H 2.3567 -3.5593 -1.4033
27 H -0.4110 -1.8882 -1.2488
28 H 0.6455 -2.6715 -2.4037
29 H -0.3370 0.1999 -2.4500
30 H -0.2303 -0.9900 -3.7464
31 H 1.2254 -0.1828 -3.1776
32 H 2.4398 2.1353 -0.6023
33 H 1.5194 4.8430 -0.4505
34 H -0.9381 5.8421 -0.0112
35 H -2.5992 3.6961 0.1913
36 C -5.2557 0.6148 0.7682
37 Se -3.8146 1.0549 -0.4637
38 C -3.8365 -0.5908 -1.5385
39 C -3.7273 -1.8874 -0.7473
40 Se -2.6284 -1.7135 0.8875
41 C -1.7997 -3.4688 0.9140
42 H -6.1614 0.4256 0.1980
43 H -5.3998 1.4786 1.4115
44 H -4.9902 -0.2467 1.3737
45 H -2.9968 -0.4746 -2.2224
46 H -4.7540 -0.5830 -2.1241
47 H -3.2550 -2.6558 -1.3577
48 H -4.7067 -2.2446 -0.4379
49 H -1.7307 -3.8731 -0.0926
50 H -2.4029 -4.1193 1.5399
51 H -0.8103 -3.3481 1.3487
52 O -0.1211 -0.9555 2.0336
53 N -0.2344 -0.0418 2.9215
54 O 0.2190 -0.1623 4.0300
55 O -0.8531 1.0048 2.5435

---

One molecule with the formula C19H27N3O4S, computed with ωB97M-V/def2-TZVPD.

The calculation puts the gap between HOMO and LUMO at 0.3056 hartree. For the energy above the lowest of the compared OMol25 structures with the same formula, charge and spin, the calculation gives 12.0 kcal/mol. The calculation puts the total energy at -43638.2914 eV. The calculation puts the HOMO energy at -8.31 eV. As for the SMILES: CCOCCCNC(=O)c1ccc2c(=O)n(CCCOCC)c(=S)[nH]c2c1.

Cartesian coordinates (Å):
1 C 2.8755 -0.9180 3.7414
2 C 3.0516 -2.4103 3.9710
3 O 2.6955 -3.0919 2.7874
4 C 2.8002 -4.4971 2.8819
5 C 2.4317 -5.1302 1.5416
6 C 0.9573 -4.9331 1.1866
7 N 0.6609 -3.5388 0.9589
8 C 0.1785 -3.0818 -0.2141
9 O -0.1782 -3.8038 -1.1263
10 C 0.0984 -1.5872 -0.3070
11 C -0.1056 -0.7735 0.8114
12 C -0.1743 0.5943 0.6641
13 C -0.0361 1.1768 -0.5947
14 C -0.1377 2.6291 -0.7577
15 O -0.2998 3.3993 0.1666
16 N -0.0430 3.0979 -2.0626
17 C -0.3486 4.5066 -2.2578
18 C -1.8450 4.7707 -2.0617
19 C -2.7143 3.8028 -2.8750
20 O -2.6369 2.4639 -2.4147
21 C -3.7109 2.0044 -1.6253
22 C -3.8143 2.6435 -0.2424
23 C 0.1554 2.2993 -3.1527
24 S 0.3093 2.8548 -4.6967
25 N 0.2772 0.9629 -2.9393
26 C 0.1494 0.3620 -1.7166
27 C 0.2118 -1.0207 -1.5654
28 H 1.8359 -0.6882 3.5235
29 H 3.4821 -0.6000 2.8979
30 H 3.1810 -0.3697 4.6276
31 H 2.4156 -2.7513 4.8033
32 H 4.0969 -2.6386 4.2293
33 H 2.1311 -4.8680 3.6752
34 H 3.8306 -4.7727 3.1546
35 H 3.0514 -4.6854 0.7618
36 H 2.6490 -6.1973 1.5934
37 H 0.3269 -5.3108 2.0007
38 H 0.7053 -5.4720 0.2695
39 H 1.1154 -2.9048 1.6028
40 H -0.2393 -1.2154 1.7866
41 H -0.3358 1.2453 1.5101
42 H 0.2242 5.0804 -1.5255
43 H -0.0368 4.7762 -3.2674
44 H -2.0596 5.7914 -2.3799
45 H -2.0823 4.6782 -1.0025
46 H -2.3633 3.7887 -3.9132
47 H -3.7559 4.1445 -2.8691
48 H -4.6581 2.1441 -2.1684
49 H -3.5246 0.9311 -1.5225
50 H -2.8551 2.6005 0.2674
51 H -4.1291 3.6822 -0.3142
52 H -4.5493 2.1019 0.3474
53 H 0.3933 0.3930 -3.7677
54 H 0.3425 -1.6654 -2.4216